No. 1
Density functional theory data (ωB97M-V with the def2-TZVPD basis set) for a 2-piece molecular cluster, CN2O4S overall in a non-equilibrium geometry.

Structure (XYZ):
```
8
Properties=species:S:1:pos:R:3:forces:R:3:mulliken_charge:R:1
C -1.247 0.167 -1.960 2.0 -0.6 0.1 0.2304
N -2.270 0.654 -2.110 -0.7 0.3 -0.1 -0.2705
N 0.671 0.616 2.357 -1.0 1.1 -4.4 0.8936
O 1.755 0.963 2.545 2.4 0.2 2.0 -0.4286
O -0.283 0.123 2.776 -1.4 -1.3 2.5 -0.4228
O 0.251 -1.969 -1.735 0.5 0.8 -0.8 -0.3913
O 0.665 -0.021 -0.249 0.5 0.1 -1.9 -0.3362
S 0.458 -0.533 -1.625 -2.3 -0.6 2.7 0.7255
```
Forces are in eV/Å.

Results
* total charge: 0
* HOMO-LUMO gap (alpha / beta): 11.6 / 4.7 eV
* HOMO level (alpha / beta): -11.958 / -9.080 eV

***

No. 2
Density functional theory data (ωB97M-V with the def2-TZVPD basis set) for a 4-piece molecular cluster, H8O4 overall in a non-equilibrium geometry.

Structure (XYZ):
```
12
Properties=species:S:1:pos:R:3:forces:R:3:mulliken_charge:R:1
O 18.795 25.219 10.988 -2.7 0.9 1.5 -0.5965
H 19.021 25.062 11.902 -0.4 0.1 0.7 0.3095
H 19.573 24.971 10.599 3.1 -1.1 -2.3 0.2869
O 17.710 21.877 9.239 3.6 2.2 -0.8 -0.6330
H 18.595 22.449 9.077 -1.1 -3.1 0.3 0.3397
H 17.375 22.754 9.344 -2.5 0.9 0.7 0.3151
O 22.201 21.434 9.178 -3.3 5.5 6.7 -0.6252
H 22.653 21.782 10.102 -1.8 -1.4 -3.7 0.3414
H 22.819 20.956 8.807 5.1 -4.0 -3.1 0.2671
O 20.182 23.505 8.850 -1.2 1.3 -2.5 -0.7116
H 19.744 23.950 8.023 1.4 -1.2 2.3 0.3704
H 20.924 22.979 8.501 -0.2 0.0 0.2 0.3361
```
Forces are in eV/Å.

Results
* total charge: 0
* HOMO-LUMO gap: 10.8 eV
* SMILES string: O.O.O.O
* HOMO level: -10.559 eV

***

No. 3
Density functional theory data (ωB97M-V with the def2-TZVPD basis set) for C4H11FeO3 as an isolated structure in a non-equilibrium geometry.

Structure (XYZ):
```
19
Properties=species:S:1:pos:R:3:forces:R:3:mulliken_spin:R:1
O -0.682 1.957 -0.218 1.6 0.8 -0.3 0.0484
C -2.003 1.447 -0.009 -1.4 -0.2 0.2 0.0007
C -1.968 -0.016 -0.382 -1.0 0.3 -0.7 0.0037
O -0.798 -0.587 0.209 0.7 0.7 0.5 0.0712
C -0.706 -2.003 0.070 0.1 -1.6 -0.2 -0.0055
Fe 0.725 0.667 0.284 0.2 -0.1 -0.5 4.0788
H -2.726 1.977 -0.643 0.2 -0.1 0.2 0.0032
H -2.273 1.573 1.047 0.1 0.1 -0.2 -0.0007
H -1.907 -0.143 -1.473 0.0 -0.1 0.2 -0.0018
H -2.865 -0.526 -0.003 0.3 0.1 -0.1 0.0059
H 0.201 -2.330 0.586 -0.2 0.0 -0.1 0.0026
H -1.589 -2.474 0.525 0.3 0.2 -0.1 0.0036
H -0.645 -2.274 -0.992 0.0 0.1 0.2 0.0014
O 2.379 0.355 -0.233 -1.0 0.3 0.5 0.6598
H -0.579 2.847 -0.616 -0.4 -0.4 0.3 0.0051
C 3.583 -0.034 0.334 1.6 -0.4 1.1 0.0219
H 4.195 -0.637 -0.362 -0.4 0.2 -0.1 0.0532
H 4.199 0.841 0.621 -0.4 -0.1 -0.5 0.0364
H 3.458 -0.640 1.254 -0.3 0.1 -0.5 0.0121
```
Forces are in eV/Å.

Results
* total charge: +2
* 2S+1: 6
* HOMO-LUMO gap (alpha / beta): 11.4 / 7.9 eV
* <S²>: 8.7668
* HOMO level (alpha / beta): -19.958 / -19.807 eV

***

No. 4
Density functional theory data (ωB97M-V with the def2-TZVPD basis set) for a 3-piece molecular cluster, C3H15N2O2 overall in a non-equilibrium geometry.

Structure (XYZ):
```
22
Properties=species:S:1:pos:R:3:forces:R:3:mulliken_spin:R:1
N -1.375 -1.250 1.318 0.3 0.8 -1.3 1.9437
C -0.127 -1.746 0.644 0.2 -0.9 1.3 0.7222
C 0.854 -0.618 0.384 -0.1 -0.9 -0.4 0.0655
N 0.408 0.220 -0.726 0.4 0.3 0.2 0.0003
C 0.912 1.584 -0.531 -0.7 0.1 0.2 0.0894
H -2.044 -1.922 1.729 0.0 -0.6 -0.2 -0.7002
H -1.134 -0.608 2.094 0.0 0.0 0.1 -0.2684
H -1.854 -0.658 0.623 -0.4 0.1 0.2 -0.2890
H 0.258 -2.461 1.377 0.4 0.1 -0.2 -0.3260
H -0.339 -2.316 -0.257 -0.4 0.2 0.0 0.1099
H 1.003 -0.076 1.311 -0.1 0.4 0.0 -0.2949
H 1.810 -1.107 0.145 0.1 0.1 0.1 -0.0057
H 0.834 -0.160 -1.566 -0.2 0.1 0.0 -0.0195
H 0.382 1.958 0.345 0.5 0.1 0.3 0.0326
H 0.596 2.277 -1.301 0.0 -0.2 -0.6 0.0010
H 2.000 1.648 -0.447 0.0 0.0 0.2 -0.0122
H -2.141 2.089 1.667 0.0 -0.1 0.0 0.0631
H -1.323 1.499 2.837 -0.1 0.0 0.0 0.0349
O -1.529 1.372 1.894 0.1 0.4 0.1 -0.1424
H 1.413 0.581 -4.183 0.5 0.0 0.1 0.0013
H 0.220 -0.151 -3.749 -0.1 -0.4 0.3 -0.0023
O 1.175 -0.155 -3.607 -0.4 0.3 -0.5 -0.0031
```
Forces are in eV/Å.

Results
* total charge: 0
* 2S+1: 2
* HOMO-LUMO gap (alpha / beta): 3.5 / 9.8 eV
* <S²>: 0.7504
* HOMO level (alpha / beta): -2.977 / -9.286 eV

***

No. 5
Density functional theory data (ωB97M-V with the def2-TZVPD basis set) for one molecule with the formula C4H8N2O3 in a non-equilibrium geometry.

Structure (XYZ):
```
17
Properties=species:S:1:pos:R:3:forces:R:3:mulliken_charge:R:1
C -0.417 -0.983 1.092 -1.3 0.8 -0.6 -0.4593
C -0.708 -1.121 -0.455 1.3 3.5 2.1 -0.6699
C -0.421 0.465 1.505 4.2 -0.2 -0.5 -0.8090
C 0.474 0.828 -1.125 -0.8 -1.4 0.3 0.1155
N 1.615 1.440 -1.194 -2.2 0.5 -0.5 -0.2495
N -1.382 1.312 1.209 -0.6 0.2 -0.8 0.9135
O -2.381 0.795 0.647 -1.4 0.3 -0.1 -0.6754
O -1.283 2.551 1.377 0.1 -0.1 0.0 -0.7093
O 0.454 -0.494 -1.188 0.3 1.8 0.7 -0.4470
H -1.107 -1.471 1.788 -0.5 -0.5 -0.9 0.3329
H 0.515 -1.454 1.287 1.1 -0.1 0.3 0.3234
H -0.730 -2.032 -0.886 -0.5 -3.1 -1.1 0.4101
H -1.471 -0.415 -0.676 -1.4 -0.3 -0.2 0.5069
H 0.575 0.942 1.638 -1.0 -0.3 0.5 0.4216
H -0.381 1.483 -1.192 -0.8 -0.4 0.3 0.5037
H 2.350 0.869 -1.042 3.4 -1.7 0.4 0.2350
H 1.668 2.427 -1.195 0.1 0.8 0.1 0.2569
```
Forces are in eV/Å.

Results
* total charge: 0
* HOMO-LUMO gap (alpha / beta): 7.2 / 7.2 eV
* HOMO level (alpha / beta): -7.375 / -7.376 eV

***

No. 6
Density functional theory data (ωB97M-V with the def2-TZVPD basis set) for one molecule with the formula C6H9NO in a non-equilibrium geometry.

Structure (XYZ):
```
17
Properties=species:S:1:pos:R:3:forces:R:3:mulliken_charge:R:1
C 0.119 -2.212 -0.229 0.5 -1.9 -0.4 -0.7995
C -0.022 -0.919 -0.171 0.2 1.0 -0.2 0.1496
C 1.009 0.178 -0.079 0.6 0.8 -1.2 -0.0679
C 0.645 1.042 -1.298 -1.0 -0.1 0.9 -0.5805
C -1.179 0.019 -0.141 0.4 1.3 0.5 0.0244
C -0.927 0.757 1.207 0.7 -1.6 0.0 -0.6311
H -0.719 -2.917 -0.079 0.5 0.5 -0.4 0.2613
H 1.116 -2.643 -0.502 -0.9 0.3 0.8 0.2315
H 2.067 -0.093 -0.083 -0.2 -0.1 0.4 0.4769
H 0.968 0.584 -2.214 0.1 -0.2 -0.6 0.2953
H 0.937 2.113 -1.284 0.0 -0.7 0.3 0.3105
H -2.176 -0.349 -0.303 -0.3 -0.1 -0.2 0.4759
H -1.392 1.703 1.268 -0.7 1.0 -0.1 0.3466
H -1.249 0.158 2.123 0.5 0.5 -1.2 0.2614
H 1.054 0.640 1.909 -0.3 0.1 -0.2 0.2689
N 0.556 0.955 1.076 0.4 -0.2 1.4 -0.5560
O -0.807 0.982 -1.202 -0.7 -0.5 0.2 -0.4673
```
Forces are in eV/Å.

Results
* total charge: 0
* HOMO-LUMO gap: 9.9 eV
* SMILES string: C=C1[C@H]2CO[C@@H]1CN2
* HOMO level: -8.989 eV

***

No. 7
Density functional theory data (ωB97M-V with the def2-TZVPD basis set) for C2H2CaFO as an isolated structure in a non-equilibrium geometry.

Structure (XYZ):
```
7
Properties=species:S:1:pos:R:3:forces:R:3:mulliken_spin:R:1
F 0.638 -1.360 1.224 -0.3 0.1 1.2 -0.0085
O -0.654 0.688 0.945 1.7 0.1 -1.6 -0.0869
C -0.003 0.392 -0.032 -3.6 0.8 0.5 -0.0047
C 0.179 0.345 -1.335 1.5 -0.4 0.6 0.0047
Ca -0.650 -0.563 2.916 0.9 -0.7 -1.2 1.0963
H 1.183 0.210 -1.735 -0.4 -0.1 0.0 -0.0009
H -0.694 0.289 -1.983 0.2 0.2 0.4 0.0001
```
Forces are in eV/Å.

Results
* total charge: 0
* 2S+1: 2
* HOMO-LUMO gap (alpha / beta): 5.3 / 9.3 eV
* <S²>: 0.7502
* HOMO level (alpha / beta): -5.352 / -9.473 eV

***

No. 8
Density functional theory data (ωB97M-V with the def2-TZVPD basis set) for one molecule with the formula C5H12N2 in a non-equilibrium geometry.

Structure (XYZ):
```
19
Properties=species:S:1:pos:R:3:forces:R:3:mulliken_charge:R:1
N -1.065 -1.821 0.114 1.1 -0.1 1.1 -0.6205
C -0.207 -0.665 0.344 0.5 1.4 -1.7 0.2826
C -1.135 0.589 0.135 0.9 -1.4 0.1 -0.8555
C -0.415 1.883 0.128 -0.7 2.0 1.2 -0.2263
C -0.321 2.636 1.241 0.5 -0.9 -0.4 -0.7896
C 1.053 -0.675 -0.548 -0.8 0.8 -4.1 -0.6840
N 1.663 -1.985 -0.752 -0.6 0.4 1.2 -0.5850
H -1.735 -1.507 -0.571 0.0 -0.7 -0.3 0.2374
H -0.479 -2.612 -0.184 -0.7 0.4 0.1 0.3105
H 0.328 -0.428 1.264 -1.0 -1.1 1.3 0.1450
H -1.778 0.447 -0.750 0.4 0.2 0.1 0.4821
H -1.785 0.544 1.002 -0.3 0.2 0.1 0.3119
H -0.143 2.402 -0.787 0.0 -0.5 -0.2 0.3503
H -0.495 2.233 2.238 -0.4 0.0 -0.2 0.2548
H 0.056 3.642 1.226 0.3 0.2 -0.2 0.2978
H 0.830 -0.326 -1.635 -0.6 -0.4 1.3 0.2101
H 1.701 0.168 -0.358 0.8 -0.3 1.1 0.4910
H 2.637 -2.094 -0.537 0.0 -0.1 -0.3 0.1775
H 1.290 -2.433 -1.569 0.7 -0.1 -0.1 0.2099
```
Forces are in eV/Å.

Results
* total charge: 0
* HOMO-LUMO gap: 9.8 eV
* SMILES string: C=CC[C@@H](N)CN
* HOMO level: -8.764 eV

***

No. 9
Density functional theory data (ωB97M-V with the def2-TZVPD basis set) for a 2-piece molecular cluster, C6H15N overall in a non-equilibrium geometry.

Structure (XYZ):
```
22
Properties=species:S:1:pos:R:3:forces:R:3:mulliken_charge:R:1
C -2.524 0.119 0.799 0.6 -0.9 0.0 -1.2813
C -1.314 -0.069 -0.138 -1.5 -0.7 -1.9 0.1007
C -0.483 1.141 -0.538 1.1 0.2 -0.1 -0.2475
C 0.861 0.974 0.113 1.0 -0.2 1.5 -0.8510
C 1.682 -0.212 -0.374 0.5 -0.7 -0.9 -0.0081
C 2.824 -0.507 0.562 0.8 0.2 0.6 -1.2915
N -1.194 -1.278 -0.894 -0.9 3.6 -0.8 -0.6631
H -2.552 -0.908 1.166 -0.7 0.2 0.6 0.3981
H -2.249 0.784 1.625 -0.1 -0.1 -0.2 0.3395
H -3.520 0.385 0.433 0.4 0.1 -0.6 0.3564
H -0.607 -0.903 0.435 1.8 -0.7 3.4 -0.0389
H -0.381 1.157 -1.626 0.0 -0.4 0.0 0.3517
H -0.850 2.146 -0.305 -0.6 -0.5 0.5 0.3382
H 1.471 1.872 0.271 -0.1 0.0 -0.9 0.4738
H 0.632 0.716 1.182 0.1 0.4 -0.5 -0.0114
H 1.130 -1.148 -0.558 -0.3 0.5 0.4 0.2661
H 2.095 -0.054 -1.370 0.0 0.5 -0.2 0.3210
H 2.443 -0.823 1.539 0.1 0.1 0.0 0.2903
H 3.423 0.406 0.697 -0.1 -0.2 0.2 0.2882
H 3.542 -1.276 0.239 -0.5 0.1 -0.2 0.3727
H -2.147 -1.392 -1.264 -0.2 -1.1 1.0 0.2474
H -0.047 -0.585 1.612 -1.4 -0.6 -1.9 0.2490
```
Forces are in eV/Å.

Results
* total charge: 0
* HOMO-LUMO gap: 7.3 eV
* HOMO level: -8.060 eV

***

No. 10
Density functional theory data (ωB97M-V with the def2-TZVPD basis set) for a 2-piece molecular cluster, C4H12 overall in a non-equilibrium geometry.

Structure (XYZ):
```
16
Properties=species:S:1:pos:R:3:forces:R:3:mulliken_spin:R:1
C 0.644 1.085 -1.718 -0.4 0.0 0.8 2.3404
C 0.727 1.922 -0.424 -0.7 0.5 -0.1 0.5463
H 1.396 1.401 -2.437 -0.1 -0.1 -0.2 -1.0506
H 0.815 0.034 -1.474 0.2 0.0 -0.2 0.0108
H -0.365 1.118 -2.127 0.0 0.1 -0.3 -0.4801
H -0.198 2.442 -0.137 -0.2 -0.2 -0.5 -0.0227
H 0.881 1.282 0.437 0.9 0.3 0.1 0.0648
H 1.409 2.758 -0.555 0.5 -0.2 0.4 -0.5218
C -0.868 -2.177 0.716 0.3 0.8 -0.1 0.9068
C -0.474 -0.840 1.392 -0.2 -0.9 0.6 -0.2545
H -0.264 -2.998 1.101 -0.4 -0.2 0.2 -0.1882
H -1.943 -2.339 0.792 0.1 -0.3 0.1 -0.2267
H -0.636 -2.100 -0.348 0.0 -0.1 0.0 -0.2710
H -0.482 -0.062 0.642 0.1 0.2 0.2 0.4088
H 0.485 -0.942 1.907 0.3 0.3 -0.5 -0.2898
H -1.128 -0.584 2.232 -0.3 0.1 -0.3 0.0273
```
Forces are in eV/Å.

Results
* total charge: -1
* 2S+1: 2
* HOMO-LUMO gap (alpha / beta): 2.8 / 12.1 eV
* <S²>: 0.7503
* HOMO level (alpha / beta): 1.582 / -7.594 eV

***

Quick rundown of energy relative to the best compared isomer or geometry (same formula, charge and spin), same order as above: 82.02; 49.87; 0.00; 3.80; 162.33; 48.01; 0.00; 48.42; 161.59; 11.56 kcal per mole
Quick rundown of electronic energy, same order as above: -23034.905; -8318.513; -44835.644; -10425.965; -13394.649; -9903.522; -25308.348; -8358.036; -7948.759; -4340.535 eV